(1)
The following is a quantum chemistry calculation of an isolated molecule of C4H2N2OS in a non-equilibrium geometry, from the OMol25 dataset.

```
10
Properties=species:S:1:pos:R:3
C -1.440 0.357 1.314
N -0.247 -0.171 1.497
C 0.391 -0.233 0.299
C 1.590 -0.455 -0.276
O 1.451 -0.319 -1.678
N 0.251 0.261 -2.008
C -0.388 0.200 -0.845
S -1.971 0.695 -0.409
H -2.099 0.616 2.141
H 2.462 -0.950 -0.032
```

Properties
HOMO-LUMO gap ... 9.42 eV
E_LUMO ... 0.0267 eV
HOMO level ... -0.3453 Ha
SMILES ... c1nc2conc2s1
Net charge ... 0
Energy relative to the best compared isomer or geometry (same formula, charge and spin) ... 18.2 kcal per mole

(2)
The following is a quantum chemistry calculation of a cluster of 3 separate species, C7H16O3 in total in a non-equilibrium geometry, from the OMol25 dataset.

```
26
Properties=species:S:1:pos:R:3
C -0.699 3.360 -0.819
C -0.363 2.107 -0.064
C 1.078 1.778 -0.100
C 1.220 0.180 -0.242
C 2.238 -0.477 -0.602
C 2.332 -1.930 -0.644
C 1.198 -2.602 -1.082
O 0.993 -3.964 -0.860
H -0.218 4.228 -0.438
H -1.675 3.749 -0.871
H -0.369 3.222 -1.894
H -1.029 1.311 -0.203
H -0.710 2.463 0.949
H 1.370 1.788 0.981
H 1.412 2.484 -0.895
H 0.137 -0.174 -0.079
H 3.147 0.031 -1.059
H 3.055 -2.511 -0.131
H 0.553 -2.147 -1.861
H 0.079 -4.217 -0.874
O -1.340 -1.800 3.832
H -1.194 -0.785 3.611
H -0.575 -2.227 3.329
O -3.474 -1.055 -0.282
H -4.203 -1.748 -0.268
H -2.962 -1.063 0.566
```

Properties
HOMO-LUMO gap ... 8.74 eV
E_LUMO ... 0.2304 eV
HOMO level ... -0.3126 Ha
SMILES ... CCC/C=C/C=C/O.O.O
Net charge ... 0
Energy relative to the best compared isomer or geometry (same formula, charge and spin) ... 97.8 kcal per mole

(3)
The following is a quantum chemistry calculation of a structure of composition C24H27N3PdSb in a non-equilibrium geometry, from the OMol25 dataset.

```
56
Properties=species:S:1:pos:R:3
Pd 0.391 0.035 0.281
C 3.346 0.267 0.775
C 3.208 0.149 -0.714
C 4.313 0.118 -1.554
C 4.134 0.013 -2.920
C 2.843 -0.054 -3.425
C 1.779 -0.020 -2.538
N 1.966 0.074 -1.218
Sb -0.220 -0.077 -3.267
C -0.889 1.611 -2.091
C -1.600 2.586 -2.770
C -2.047 3.702 -2.082
C -1.765 3.809 -0.739
C -1.048 2.802 -0.095
C -0.734 2.915 1.359
N -0.625 1.719 -0.775
C -0.925 -1.658 -1.986
C -1.640 -2.611 -2.692
C -2.171 -3.703 -2.020
C -1.962 -3.793 -0.665
C -1.238 -2.806 0.006
C -1.026 -2.937 1.477
N -0.729 -1.751 -0.654
H 4.391 0.358 1.062
H 2.811 1.146 1.144
H 2.923 -0.606 1.278
H 5.303 0.178 -1.124
H 4.987 -0.012 -3.585
H 2.666 -0.129 -4.489
H -1.800 2.471 -3.827
H -2.605 4.477 -2.591
H -2.090 4.668 -0.169
H -1.061 3.876 1.750
H -1.217 2.116 1.920
H 0.340 2.817 1.529
H -1.780 -2.502 -3.760
H -2.733 -4.461 -2.549
H -2.351 -4.626 -0.097
H -1.451 -3.873 1.834
H 0.035 -2.911 1.722
H -1.490 -2.107 2.008
C -1.788 -0.801 5.150
C -0.476 -0.069 4.838
C 0.692 -0.779 5.538
C -0.560 1.385 5.319
C -0.249 -0.090 3.380
C -0.064 -0.160 2.187
H -1.967 -0.793 6.227
H -1.742 -1.838 4.817
H -2.632 -0.315 4.658
H 0.532 -0.774 6.617
H 1.635 -0.275 5.327
H 0.772 -1.815 5.206
H -0.730 1.410 6.397
H -1.383 1.910 4.831
H 0.366 1.919 5.104
```

Properties
HOMO-LUMO gap (alpha / beta) ... 7.14 / 7.12 eV
E_LUMO (alpha / beta) ... -4.0541 / -4.1260 eV
HOMO level (alpha / beta) ... -0.4114 / -0.4134 Ha
Net charge ... +1

(4)
The following is a quantum chemistry calculation of a cluster of 2 separate species, C2H7O2 in total in a non-equilibrium geometry, from the OMol25 dataset.

```
11
Properties=species:S:1:pos:R:3
C -0.177 -0.382 0.995
O -1.317 -0.531 0.273
C 1.026 0.194 0.269
H 0.299 -1.404 1.472
H -0.317 0.298 1.932
H 0.880 1.042 -0.375
H 1.446 -0.514 -0.355
H 1.818 0.351 0.979
H -0.973 -0.112 -1.000
H -1.680 0.862 -2.112
O -1.006 0.197 -2.078
```

Properties
HOMO-LUMO gap ... 8.00 eV
E_LUMO ... 4.7038 eV
HOMO level ... -0.1212 Ha
Net charge ... -1
Energy relative to the best compared isomer or geometry (same formula, charge and spin) ... 12.3 kcal per mole

(5)
The following is a quantum chemistry calculation of a cluster of 8 separate species, C28H56Cl4O6 in total in a non-equilibrium geometry, from the OMol25 dataset.

```
94
Properties=species:S:1:pos:R:3
C 10.563 -10.291 6.424
C 9.520 -10.827 5.478
C 10.006 -12.287 5.288
O 11.234 -12.409 6.055
C 10.967 -11.513 7.162
H 10.213 -9.505 7.097
H 11.472 -9.897 5.889
H 9.466 -10.242 4.528
H 8.528 -10.836 5.904
H 10.178 -12.567 4.216
H 9.240 -12.980 5.726
H 11.882 -11.432 7.700
H 10.234 -11.955 7.829
C 15.502 -15.723 13.712
C 14.721 -15.397 12.399
C 13.316 -15.205 12.768
O 13.231 -15.289 14.154
C 14.353 -16.106 14.609
H 15.917 -14.789 14.090
H 16.205 -16.553 13.572
H 14.910 -16.123 11.600
H 15.161 -14.438 12.007
H 12.722 -15.914 12.220
H 12.898 -14.206 12.571
H 14.029 -17.162 14.472
H 14.430 -15.788 15.683
C 14.875 -10.911 15.180
C 14.368 -10.700 13.688
C 15.593 -11.177 12.872
O 16.642 -11.573 13.806
C 16.048 -11.933 14.982
H 14.135 -11.286 15.845
H 15.240 -9.958 15.603
H 14.262 -9.620 13.523
H 13.499 -11.263 13.327
H 15.927 -10.338 12.260
H 15.198 -11.977 12.239
H 16.805 -11.878 15.781
H 15.673 -12.978 14.940
C 17.299 -11.634 8.779
C 16.327 -11.131 7.737
C 16.543 -11.986 6.561
O 16.768 -13.273 7.090
C 17.396 -13.175 8.384
H 16.914 -11.522 9.825
H 18.288 -11.207 8.646
H 16.612 -10.094 7.555
H 15.347 -11.296 8.108
H 17.445 -11.664 5.966
H 15.721 -11.984 5.888
H 18.454 -13.492 8.310
H 16.861 -13.885 9.084
C 17.883 -17.367 7.026
C 18.550 -18.236 5.918
C 17.503 -19.282 5.768
O 17.065 -19.531 7.058
C 17.322 -18.447 7.936
H 17.119 -16.794 6.572
H 18.608 -16.680 7.507
H 19.545 -18.560 6.238
H 18.648 -17.659 4.961
H 17.789 -20.236 5.288
H 16.694 -18.915 5.122
H 17.972 -18.858 8.699
H 16.427 -18.165 8.478
C 7.602 -17.151 7.073
C 8.071 -16.380 8.334
C 9.178 -15.506 7.772
O 9.011 -15.450 6.386
C 8.626 -16.732 6.008
H 6.630 -16.779 6.796
H 7.493 -18.246 7.221
H 8.530 -17.076 9.080
H 7.220 -15.810 8.745
H 10.188 -15.898 8.045
H 9.076 -14.531 8.192
H 9.504 -17.423 5.904
H 8.211 -16.714 5.002
Cl 16.929 -17.347 2.657
C 16.025 -15.845 2.895
C 14.771 -16.091 3.662
Cl 13.496 -16.907 2.639
H 15.797 -15.495 1.897
H 16.596 -15.115 3.452
H 14.346 -15.120 3.915
H 14.953 -16.710 4.551
Cl 13.215 -12.773 9.377
C 13.510 -14.565 9.151
C 13.556 -14.938 7.673
Cl 13.495 -16.731 7.483
H 12.615 -15.007 9.665
H 14.475 -14.738 9.661
H 14.468 -14.481 7.269
H 12.730 -14.471 7.093
```

Properties
HOMO-LUMO gap ... 9.66 eV
E_LUMO ... 0.5239 eV
HOMO level ... -0.3359 Ha
SMILES ... C1CCOC1.C1CCOC1.C1CCOC1.C1CCOC1.C1CCOC1.C1CCOC1.ClCCCl.ClCCCl
Net charge ... 0